Density functional theory data (ωB97M-V with the def2-TZVPD basis set) for 2 unconnected molecules or ions with the total composition C4H12NO2.

Cartesian coordinates (Å):
O -2.0774 -1.7301 0.0137
C -1.6889 -1.1002 0.9715
C -0.8361 0.1874 0.7989
N -0.2575 -0.0753 -0.6296
C -1.3385 0.3164 -1.7411
C 0.5459 0.1649 1.6396
H -1.8479 -1.5113 2.0213
H -1.3793 1.1089 1.0112
H 0.6510 0.4009 -0.6118
H 0.0744 -1.1899 -0.8059
H -2.2788 0.9252 -1.3426
H -1.8747 -0.6549 -1.9463
H -0.8299 0.8487 -2.5293
H 0.8010 1.2989 1.7261
H 1.4891 -0.4231 1.2094
H 0.3704 -0.1714 2.6360
H 4.0431 0.2072 -0.3545
H 3.2650 0.8429 -1.4429
O 3.1693 0.5548 -0.6234

Atomic forces in eV per Å
-1.7 -2.3 -4.2
1.8 2.1 5.2
2.6 -4.6 0.8
-1.1 -0.8 -1.3
-1.3 -0.7 1.7
0.3 1.9 -1.0
0.3 0.9 -0.7
0.3 0.5 -1.2
-0.5 0.5 -0.8
-1.9 3.5 1.2
2.7 -0.9 -0.2
1.1 0.9 -0.3
-0.1 -0.1 -0.4
0.2 -1.8 -0.1
-2.4 1.2 0.6
-0.2 -0.4 0.7
-0.8 0.3 -0.2
0.8 2.1 -5.9
-0.1 -2.4 5.9

The calculation puts the HOMO-LUMO gap (spin up / spin down) at 3.72 / 7.73 eV. As for the spin multiplicity: 2. The total charge is 0. For the molar mass, the calculation gives 106.145 g/mol.



Density functional theory data (ωB97M-V with the def2-TZVPD basis set) for a single C11H13N molecule.

Cartesian coordinates (Å):
C -1.8705 1.5889 0.0389
C -1.7703 0.1351 -0.4174
C -0.4313 -0.2414 -1.1613
C 0.9432 -0.3228 -0.5464
C 1.2006 -1.1144 0.5073
C 2.3967 -1.1545 1.1008
C 3.3591 -0.2054 0.5666
C 3.1192 0.6287 -0.4746
C 1.9118 0.5637 -1.0951
C -2.8293 -0.7367 -0.1204
C -3.9468 -1.3905 0.0684
H -0.8084 2.7444 1.6377
H -0.7362 0.7408 1.4019
H -1.3499 2.1782 -0.8399
H -3.0451 1.6300 -0.0848
H -0.6158 -1.2439 -1.5633
H -0.2886 0.2227 -2.1076
H 0.3949 -1.7174 0.6783
H 2.5105 -1.7702 1.9296
H 4.4264 -0.3429 0.8891
H 4.1585 0.9473 -0.9074
H 1.7452 1.0139 -2.1196
H -4.5250 -1.1145 1.0013
H -4.3938 -2.0080 -0.5976
N -1.4239 1.7451 1.4117

Atomic forces in eV per Å
-2.9 0.2 -3.7
-0.4 -2.1 0.6
-0.9 -3.0 0.7
-0.3 4.0 -2.3
-0.3 0.2 -0.5
2.2 3.0 -1.2
1.0 -3.2 3.0
3.6 -0.3 -1.3
-1.6 -0.5 -1.4
3.2 2.6 -1.5
0.7 2.6 3.5
-2.0 -4.1 -1.3
-1.8 4.3 1.1
-0.9 -0.5 2.0
2.0 1.3 0.5
-0.2 -0.4 0.3
-0.6 1.5 -0.5
-1.8 -1.9 1.4
0.9 -1.0 1.2
-1.2 0.4 0.0
-2.6 0.4 0.4
0.0 -0.2 1.5
1.1 -1.3 -0.5
-1.6 -1.1 -2.5
4.2 -1.0 0.4

The calculation puts the HOMO-LUMO gap at 8.57 eV. The total charge is 0. For the molar mass, the calculation gives 159.232 g/mol. Its SMILES is C=C=C(CN)Cc1ccccc1.



Density functional theory data (ωB97M-V with the def2-TZVPD basis set) for a molecular structure, C14H27KNO6S2.

Cartesian coordinates (Å):
C 3.8887 -2.8161 0.3557
C 3.6959 -1.6767 -0.6392
C 3.4259 -0.3789 0.1060
C 2.9135 0.7638 -0.7986
C 2.1320 1.8789 -0.0537
C 1.0285 2.4456 -0.9353
C 0.1983 3.5790 -0.3593
C -0.5854 3.2906 0.9195
C -1.6133 2.1662 0.6916
C -2.4236 1.8036 1.9453
C -2.6077 0.2989 2.2469
C -2.6103 -0.6148 1.0169
C -3.1806 -1.9997 1.2129
S -2.6487 -3.1179 -0.1556
O -3.7877 -3.4927 -0.9366
O -2.0872 -4.2316 0.5864
N -1.3992 -2.4459 -0.8647
S -1.5133 -1.3913 -2.0919
O -0.4691 -0.3996 -1.7994
O -2.8144 -0.7751 -2.2247
C -0.9398 -2.2503 -3.6808
O -1.4732 -1.8493 -4.6973
O -0.0666 -3.0791 -3.4599
H 2.9326 -3.1336 0.7660
H 4.3532 -3.6834 -0.0948
H 4.5092 -2.5164 1.1956
H 4.5964 -1.6098 -1.2387
H 2.8772 -1.9528 -1.2970
H 2.7030 -0.6282 0.8833
H 4.3588 -0.1166 0.5894
H 2.3256 0.3368 -1.6047
H 3.7839 1.2169 -1.2582
H 1.7483 1.4503 0.8700
H 2.8183 2.6736 0.2195
H 1.5126 2.7573 -1.8560
H 0.3814 1.6250 -1.2229
H 0.8167 4.4712 -0.2864
H -0.5556 3.8042 -1.1087
H 0.0372 3.0217 1.7725
H -1.1308 4.1956 1.1778
H -1.0711 1.3350 0.2672
H -2.3050 2.5377 -0.0519
H -1.9029 2.2325 2.8012
H -3.3928 2.2831 1.9384
H -3.5585 0.1908 2.7629
H -1.8620 -0.0204 2.9807
H -3.0571 -0.0989 0.1805
H -1.6105 -0.7565 0.7068
H -4.2566 -1.9552 1.2967
H -2.7822 -2.4959 2.0879
K 0.6683 -0.8714 1.1387

Atomic forces in eV per Å
0.0 0.0 0.1
0.1 -0.6 0.3
-0.1 0.0 -0.9
0.2 0.0 0.7
0.3 -0.5 -0.6
0.0 -0.5 0.3
0.0 0.0 -0.2
-0.4 -0.3 -0.2
0.1 0.8 0.5
0.7 -0.4 0.3
-0.5 0.1 -0.2
-0.3 0.6 0.9
0.2 0.4 -0.6
0.8 -1.2 0.7
-0.6 0.7 -0.7
0.3 -0.2 0.6
-0.5 0.3 0.2
-0.2 0.5 0.1
1.1 0.4 0.6
-0.6 -0.1 0.1
0.5 -0.9 -0.8
-0.5 0.6 0.0
0.3 -0.1 0.5
-0.2 -0.1 0.1
0.0 -0.2 -0.1
0.2 0.1 0.2
0.1 0.3 -0.3
-0.2 0.2 -0.3
0.9 0.4 0.1
0.1 0.3 0.5
-0.4 0.0 -0.1
0.2 0.1 -0.3
-0.2 0.2 0.4
0.2 0.2 0.3
0.0 0.3 -0.3
-0.2 -0.2 -0.2
0.1 0.2 0.3
-0.1 0.2 -0.3
0.3 0.1 0.1
0.0 0.2 0.3
-0.2 -0.5 -0.2
-0.1 -0.3 -0.6
0.0 0.2 0.2
-0.3 0.2 -0.2
-0.2 -0.1 0.2
0.2 -0.2 0.0
-0.4 0.0 -0.3
0.8 0.0 -0.6
-0.4 -0.3 -0.2
0.1 0.0 0.3
-1.5 -0.6 -0.7

The calculation puts the HOMO-LUMO gap at 5.63 eV. The total charge is -1. For the molar mass, the calculation gives 408.603 g/mol.



Question: The lowest total charge belongs to which entry?
Answer: C14H27KNO6S2